(1)
{"formula": "C19H25F4N2O6P2S", "method": "the ωB97M-V functional and the def2-TZVPD basis", "homo_lumo_gap_ev": 6.577, "total_charge": 1, "homo_ev": -11.5, "elements": ["S", "P", "P", "F", "F", "F", "F", "O", "O", "O", "O", "O", "O", "N", "N", "C", "C", "C", "C", "C", "C", "C", "C", "C", "C", "C", "C", "C", "C", "C", "C", "C", "C", "C", "H", "H", "H", "H", "H", "H", "H", "H", "H", "H", "H", "H", "H", "H", "H", "H", "H", "H", "H", "H", "H", "H", "H", "H", "H"], "xyz": [[3.9737, -2.5706, 1.4808], [2.0969, -2.2792, 1.6797], [1.4727, 2.3078, -1.4831], [0.5400, 4.7151, 4.3013], [2.3334, 4.6116, 5.4991], [0.5364, 3.5757, 6.1471], [-1.7836, 1.3643, 0.0411], [-0.1214, -5.1265, -3.9347], [1.6005, -2.5315, 3.1470], [1.1050, -3.0866, 0.7854], [0.5569, 1.8561, -2.5389], [-0.8334, -3.1966, -3.0973], [2.6656, 3.0412, 3.3477], [1.2525, 0.0354, 2.5089], [1.6293, -0.5871, 1.3768], [0.9285, 1.2870, 2.4131], [-0.4709, -4.4891, -3.0058], [2.0313, -0.7629, -1.0225], [-0.5795, -5.1019, -1.6466], [1.3496, 1.4136, 0.1012], [0.7987, -1.5039, -1.6639], [1.7123, 2.6638, 4.3302], [1.2783, 3.9122, 5.0859], [-4.0951, 0.8989, -0.0874], [-5.3015, 1.5220, -2.0733], [0.0054, -2.3740, -3.9213], [-2.9553, 1.4168, -0.6612], [0.4996, 1.9664, 3.6859], [-4.1348, 2.0305, -2.6277], [-2.9445, 1.9837, -1.9164], [-5.2809, 0.9591, -0.8050], [0.5463, -1.1664, -3.1358], [0.9642, 2.0548, 1.2269], [1.6652, 0.0320, 0.1914], [-0.0888, -1.3958, -1.0487], [-0.6298, -1.9802, -4.7095], [2.8402, 2.3028, -1.8018], [2.1862, 1.9794, 5.0293], [1.1907, 3.6288, -1.0965], [-2.0221, 2.3748, -2.3268], [2.8316, -1.4619, -0.8000], [-0.2647, 2.6953, 3.4361], [3.5280, 2.7089, 3.6086], [1.2486, -4.0395, 0.9062], [0.7979, -2.9430, -4.3966], [-6.1894, 0.5656, -0.3709], [1.4398, -0.8075, -3.6342], [-4.0544, 0.4584, 0.9002], [-6.2268, 1.5640, -2.6308], [0.3598, -5.5783, -1.3893], [0.6907, 3.0970, 1.2348], [-1.3567, -5.8593, -1.6993], [-4.1492, 2.4647, -3.6177], [2.4262, -0.1026, -1.7885], [2.3434, -2.4148, 3.7579], [-0.8713, -4.3862, -0.8835], [1.0573, -2.5574, -1.6158], [-0.2360, -0.4198, -3.1747], [0.1078, 1.2352, 4.3830]]}

(2)
{"formula": "C19H25FNO3P", "method": "the ωB97M-V functional and the def2-TZVPD basis", "homo_lumo_gap_ev": 8.615, "total_charge": 0, "homo_ev": -8.0, "smiles": "CCCCO[P@@](=O)(c1ccc(N(C)C)cc1)[C@H](O)c1ccccc1F", "elements": ["P", "F", "O", "O", "O", "N", "C", "C", "C", "C", "C", "C", "C", "C", "C", "C", "C", "C", "C", "C", "C", "C", "C", "C", "C", "H", "H", "H", "H", "H", "H", "H", "H", "H", "H", "H", "H", "H", "H", "H", "H", "H", "H", "H", "H", "H", "H", "H", "H", "H"], "xyz": [[0.0313, 1.0016, 0.7745], [-2.1923, -0.5319, -2.3141], [-0.5404, 2.8231, -1.0254], [-0.0454, 2.1241, 1.7103], [-0.7635, -0.2432, 1.4131], [5.6505, -0.7127, -0.3799], [-2.2967, 1.1744, -0.6739], [-0.9686, -1.5061, 0.7961], [-5.0066, 0.5685, -0.3382], [-2.3206, -2.0469, 1.2498], [1.9943, -0.4623, -0.6387], [2.7521, 0.9758, 1.1161], [6.7371, -0.1669, 0.3955], [4.0541, 0.6030, 0.8729], [-4.4104, 1.5616, 0.4211], [-2.7197, -3.3013, 0.4772], [5.9626, -1.5252, -1.5304], [-0.8328, 1.4698, -0.8325], [1.7066, 0.4477, 0.3705], [-3.0698, 1.8615, 0.2549], [4.3634, -0.3232, -0.1386], [-2.9214, 0.1800, -1.4168], [-4.2580, -0.1337, -1.2671], [-4.0938, -3.8018, 0.9034], [3.2937, -0.8438, -0.8882], [-4.3686, -4.6907, 0.3407], [5.5915, -1.0687, -2.4533], [-4.0977, -4.0499, 1.9621], [-2.6083, 2.6297, 0.8557], [7.6629, -0.6688, 0.1245], [6.5670, -0.3304, 1.4622], [2.5197, 1.6924, 1.8898], [6.8636, 0.9076, 0.2213], [-4.9917, 2.1036, 1.1510], [-3.0696, -1.2670, 1.0977], [-4.6917, -0.9150, -1.8714], [7.0408, -1.6333, -1.6172], [-0.4235, 0.9372, -1.6951], [5.5281, -2.5250, -1.4354], [-1.9760, -4.0835, 0.6436], [-0.5403, 3.2493, -0.1547], [4.8357, 1.0445, 1.4683], [-0.1593, -2.1823, 1.0939], [-2.2776, -2.2593, 2.3190], [3.4756, -1.5562, -1.6757], [-6.0524, 0.3355, -0.2076], [-2.7305, -3.0761, -0.5914], [1.1989, -0.8795, -1.2402], [-0.9518, -1.4113, -0.2929], [-4.8461, -3.0360, 0.7292]]}

(3)
{"formula": "C19H25N3O", "method": "the ωB97M-V functional and the def2-TZVPD basis", "homo_lumo_gap_ev": 9.004, "total_charge": 0, "homo_ev": -8.3, "smiles": "CCCC(=O)N[C@H]1CCCc2c1cnn2-c1ccc(C)c(C)c1", "elements": ["O", "N", "N", "N", "C", "C", "C", "C", "C", "C", "C", "C", "C", "C", "C", "C", "C", "C", "C", "C", "C", "C", "C", "H", "H", "H", "H", "H", "H", "H", "H", "H", "H", "H", "H", "H", "H", "H", "H", "H", "H", "H", "H", "H", "H", "H", "H", "H"], "xyz": [[1.0582, -2.0011, 4.6048], [0.5773, 0.1514, -1.1256], [1.5105, 0.7898, -0.4055], [-0.1732, -0.6743, 3.2623], [0.4211, -0.9831, 4.4368], [0.4735, 0.4235, -2.4968], [0.2379, 0.0770, 5.5089], [1.5412, 1.0909, -4.5330], [0.4214, -0.6530, 0.9134], [-2.1230, 0.4939, -5.2460], [1.2100, 1.2371, 5.2713], [-0.1087, -0.7369, -0.3585], [-0.0329, -1.4829, 2.0679], [-1.2683, -2.7872, 0.3004], [-0.8087, 0.6029, -4.5352], [1.4269, 0.3231, 0.8210], [-0.7345, 0.3347, -3.1765], [0.2915, 1.2737, -6.6965], [0.3445, 0.9809, -5.2290], [1.0721, 2.3108, 6.3434], [-1.1747, -1.6905, -0.7662], [-1.3536, -2.1763, 1.6984], [1.6171, 0.8163, -3.1827], [-0.7907, 0.4439, 5.5051], [-2.0653, -0.2433, -6.0462], [-2.1620, -1.4404, 1.7243], [-1.6365, 0.0770, -2.6452], [-2.9119, 0.1976, -4.5595], [1.2781, 1.8955, 7.3270], [2.0777, 0.6896, 1.5898], [-2.3955, 1.4479, -5.6958], [-1.5735, -2.9476, 2.4372], [0.4457, -0.3788, 6.4775], [-0.6736, 0.1954, 3.1695], [1.0236, 1.6780, 4.2885], [-0.9557, -2.1220, -1.7462], [-0.3968, 2.0935, -6.9004], [-0.0593, 0.4031, -7.2501], [2.2297, 0.8474, 5.2723], [2.4339, 1.3934, -5.0610], [0.0638, 2.7201, 6.3488], [1.7714, 3.1230, 6.1599], [0.7236, -2.2391, 2.3160], [2.5449, 0.9060, -2.6417], [-2.1469, -3.4059, 0.1106], [-0.3852, -3.4262, 0.2434], [1.2748, 1.5475, -7.0695], [-2.1397, -1.1761, -0.8315]]}

(4)
{"formula": "C19H25N3O2S", "method": "the ωB97M-V functional and the def2-TZVPD basis", "homo_lumo_gap_ev": 8.883, "total_charge": 0, "homo_ev": -8.2, "smiles": "CN(CCc1ccccn1)[C@@H]1CCCN(S(=O)(=O)c2ccccc2)C1", "elements": ["S", "O", "O", "N", "N", "N", "C", "C", "C", "C", "C", "C", "C", "C", "C", "C", "C", "C", "C", "C", "C", "C", "C", "C", "C", "H", "H", "H", "H", "H", "H", "H", "H", "H", "H", "H", "H", "H", "H", "H", "H", "H", "H", "H", "H", "H", "H", "H", "H", "H"], "xyz": [[0.4782, -1.3669, -2.0999], [0.9455, -1.8959, -3.3477], [1.0101, -1.9530, -0.8953], [1.2908, 1.4594, 1.3335], [0.6615, 0.2976, -2.1614], [-0.6343, 0.1126, 3.8530], [1.3328, 2.9027, 1.4079], [0.4147, 0.9672, -0.9026], [1.6266, 0.8880, 0.0413], [1.9521, 0.8274, 2.4616], [-3.2374, -2.7358, -1.3278], [1.8455, 0.7678, -2.8537], [-0.1064, -0.5078, 2.8057], [2.8519, 1.4782, -0.6771], [-1.8603, -2.5793, -1.3437], [-2.0972, -0.6313, -2.7391], [3.0898, 0.7002, -1.9699], [-1.9471, 0.2374, 3.9202], [-0.8911, -1.0421, 1.7866], [-2.2658, -0.9005, 1.8594], [-2.8129, -0.2421, 2.9502], [-1.3063, -1.5243, -2.0427], [-4.0408, -1.8380, -2.0124], [-3.4735, -0.7880, -2.7182], [1.3906, -0.5753, 2.7409], [1.7865, -0.9111, 3.7005], [1.8172, -0.1754, 0.1994], [-5.1140, -1.9582, -1.9985], [-1.2072, -3.2594, -0.8199], [-2.3206, 0.7496, 4.7984], [-0.4230, -1.5537, 0.9600], [3.9456, 1.1080, -2.5115], [3.0459, 0.7670, 2.3312], [0.8005, 3.2166, 2.3060], [-4.1037, -0.0942, -3.2539], [1.9586, 0.1369, -3.7357], [1.6909, -1.2821, 1.9679], [2.6794, 2.5307, -0.9148], [3.2942, -0.3471, -1.7374], [-3.6805, -3.5563, -0.7836], [1.7468, 1.4443, 3.3385], [3.7295, 1.4129, -0.0305], [-2.9005, -1.2950, 1.0770], [-1.6270, 0.1728, -3.2817], [-3.8795, -0.1082, 3.0466], [-0.4488, 0.4950, -0.4312], [0.8218, 3.3287, 0.5476], [0.1611, 2.0085, -1.1243], [1.6562, 1.7997, -3.1696], [2.3538, 3.3115, 1.4508]]}